Computed, not measured: a 7-piece molecular cluster, C14H28Br14 overall at a distorted geometry, with ωB97M-V/def2-TZVPD.

Output
SMILES string = BrCCBr.BrCCBr.BrCCBr.BrCCBr.BrCCBr.BrCCBr.BrCCBr
energy above the lowest of the compared OMol25 structures with the same formula, charge and spin = 3.095 eV
HOMO-LUMO gap = 0.366 hartree
E = -995565.4535 eV
max |F| = 3.11 eV/A

```
56
C14H28Br14 | the OMol25 dataset | ωB97M-V/def2-TZVPD
Br 4.149 3.436 5.718
C 3.361 4.494 4.191
C 4.089 5.869 4.004
Br 4.749 6.723 5.683
H 2.360 4.777 4.519
H 3.116 3.967 3.268
H 3.368 6.564 3.574
H 4.969 5.702 3.383
Br -0.363 -1.364 1.023
C -0.122 0.561 1.161
C 0.484 0.997 -0.100
Br -0.666 0.659 -1.708
H 0.535 0.671 2.024
H -1.061 1.058 1.404
H 1.443 0.508 -0.273
H 0.764 2.050 -0.115
Br 1.569 5.289 -3.409
C 3.014 5.072 -4.824
C 2.941 3.760 -5.499
Br 3.452 2.361 -4.143
H 3.988 5.255 -4.370
H 2.708 5.873 -5.497
H 3.669 3.673 -6.306
H 1.912 3.527 -5.770
Br -5.614 0.197 2.872
C -5.545 -1.747 2.539
C -5.952 -2.376 3.907
Br -6.376 -4.302 3.753
H -4.539 -2.088 2.294
H -6.240 -1.857 1.706
H -6.885 -1.866 4.147
H -5.217 -2.318 4.710
Br -1.789 -5.789 -2.260
C -1.602 -7.409 -1.264
C -0.887 -7.077 0.106
Br -0.936 -8.725 1.370
H -0.874 -7.962 -1.859
H -2.606 -7.830 -1.230
H -1.519 -6.364 0.635
H 0.117 -6.661 0.013
Br 5.526 0.251 1.576
C 5.067 -0.966 3.095
C 6.366 -0.938 4.081
Br 6.060 -1.884 5.813
H 4.995 -1.939 2.609
H 4.166 -0.861 3.700
H 6.605 0.101 4.311
H 7.301 -1.329 3.679
Br -6.525 -2.004 -5.454
C -6.191 -0.177 -6.323
C -4.850 0.228 -5.900
Br -4.452 2.128 -6.469
H -6.834 0.502 -5.765
H -6.388 -0.367 -7.378
H -3.977 -0.379 -6.136
H -4.837 0.326 -4.814
```

natural (NBO) population analysis, charges in e, atoms 1 to 2: number 1, Br, carries -0.01; number 2, C, carries -0.44


Computed, not measured: C14H28Cl28F12P2V as an isolated structure at a distorted geometry, with ωB97M-V/def2-TZVPD.

Output
HOMO-LUMO gap (spin up / spin down) = 0.354 / 0.364 hartree
expectation value of S² = 3.752
2S+1 = 4
E = -442487.3914 eV
max |F| = 5.26 eV/A

```
85
C14H28Cl28F12P2V | the OMol25 dataset | ωB97M-V/def2-TZVPD
V -9.575 -37.888 12.619
P -11.684 -37.463 14.517
F -11.758 -36.309 15.682
F -13.265 -37.279 14.198
F -11.226 -36.391 13.406
F -11.491 -38.596 13.322
F -10.116 -37.673 14.739
F -11.932 -38.627 15.591
P -6.821 -38.045 11.791
F -6.337 -38.552 10.344
F -7.827 -39.324 11.825
F -5.589 -38.896 12.438
F -7.529 -37.705 13.232
F -5.942 -36.675 11.728
F -8.043 -37.201 11.202
C -13.305 -33.163 16.910
Cl -14.782 -34.056 17.195
Cl -13.503 -31.772 15.825
H -12.910 -32.852 17.877
H -12.556 -33.837 16.494
C -9.872 -44.188 10.360
Cl -10.561 -42.926 11.431
Cl -8.105 -44.023 10.268
H -10.168 -45.156 10.765
H -10.279 -44.053 9.358
C -10.455 -37.853 18.721
Cl -9.291 -39.000 19.483
Cl -11.714 -37.312 19.893
H -9.999 -36.933 18.355
H -10.922 -38.334 17.861
C -11.302 -34.126 10.507
Cl -10.575 -35.757 10.582
Cl -11.659 -33.463 12.099
H -10.623 -33.472 9.960
H -12.266 -34.209 10.003
C -15.094 -34.332 12.962
Cl -16.200 -35.575 13.568
Cl -14.925 -34.305 11.186
H -15.424 -33.376 13.368
H -14.125 -34.451 13.445
C -11.457 -39.984 9.226
Cl -10.475 -39.130 10.382
Cl -10.350 -40.864 8.137
H -12.117 -40.710 9.701
H -12.060 -39.275 8.659
C -15.407 -37.479 16.750
Cl -15.429 -38.229 18.303
Cl -15.408 -38.723 15.486
H -16.208 -36.744 16.667
H -14.482 -36.931 16.571
C -10.476 -33.527 19.949
Cl -10.025 -34.084 18.301
Cl -12.200 -33.807 20.419
H -9.887 -34.038 20.711
H -10.280 -32.458 20.029
C -11.991 -41.031 20.645
Cl -13.131 -41.654 21.894
Cl -12.702 -40.570 19.098
H -11.594 -40.103 21.056
H -11.155 -41.718 20.507
C -14.898 -38.761 11.644
Cl -14.226 -40.247 12.354
Cl -13.551 -37.727 10.976
H -15.605 -39.038 10.862
H -15.485 -38.252 12.409
C -9.298 -42.027 14.803
Cl -9.936 -41.706 16.491
Cl -9.361 -40.498 13.835
H -8.287 -42.435 14.808
H -9.938 -42.779 14.341
C -6.366 -37.353 17.421
Cl -7.142 -38.477 16.309
Cl -7.127 -35.739 17.103
H -6.457 -37.671 18.460
H -5.325 -37.359 17.096
C -8.976 -33.521 14.647
Cl -8.660 -34.963 13.558
Cl -7.707 -32.302 14.358
H -9.960 -33.141 14.372
H -8.904 -33.882 15.673
C -13.311 -42.100 15.870
Cl -12.808 -42.580 14.184
Cl -15.079 -42.286 16.203
H -12.781 -42.670 16.633
H -13.090 -41.063 16.124
```

Löwdin population analysis, charges in e, atoms 1 to 2: number 1, V, carries 0.75; number 2, P, carries 0.19